(1)
35
Properties=species:S:1:pos:R:3:forces:R:3 method="wB97M-V/def2-TZVPD" e_lumo_ev=3.71 total_charge=-2 e_homo_ev=-1.210
Ag 1.761 -0.694 -0.716 -1.42 -0.45 -0.65
I -2.601 5.615 -2.706 0.17 -0.37 -0.03
C -1.661 3.713 -2.502 -0.36 0.66 -0.16
C -1.540 2.880 -3.596 -0.05 0.22 -0.10
C -0.932 1.665 -3.393 -0.04 -0.46 -0.54
I -0.727 0.288 -4.982 -0.09 0.29 0.06
C -0.445 1.190 -2.152 -0.02 0.01 -0.03
O 0.048 0.023 -2.062 0.20 -0.18 0.46
C -0.597 2.110 -1.062 0.09 0.02 0.11
C -0.090 1.717 0.290 0.37 -0.07 0.02
N -0.851 0.579 0.799 -0.25 -0.47 -0.26
C -0.187 -0.095 1.909 0.36 0.40 0.01
C -0.451 -1.564 1.861 0.05 -0.03 -0.12
C -0.901 -2.283 2.959 -0.14 -0.21 0.11
C -1.149 -3.640 2.828 0.11 0.06 -0.27
C -0.905 -4.236 1.596 -0.10 -0.09 0.29
C -0.426 -3.445 0.566 0.02 0.09 -0.06
N -0.204 -2.143 0.680 -0.45 -0.10 0.32
C -1.197 3.333 -1.255 -0.05 0.06 0.10
H -1.899 3.170 -4.573 -0.01 -0.02 0.00
H -0.194 2.547 1.003 0.09 -0.01 -0.19
H 0.990 1.472 0.201 -0.33 0.22 0.19
H -0.893 -0.102 0.038 0.01 0.19 0.05
H -0.527 0.353 2.849 0.09 -0.20 0.09
H 0.917 0.000 1.844 -0.19 0.06 0.11
H -1.076 -1.781 3.901 -0.01 0.09 0.02
H -1.537 -4.221 3.655 0.04 0.00 0.04
H -1.091 -5.290 1.443 0.03 -0.04 -0.05
H -0.217 -3.872 -0.405 0.05 -0.07 -0.12
H -1.315 4.001 -0.412 0.03 0.03 0.08
O 5.410 0.050 0.749 0.01 0.05 -0.07
S 4.068 -0.156 0.218 1.41 0.70 0.48
O 4.078 -0.594 -1.197 0.41 0.08 -0.30
O 3.201 1.035 0.381 0.24 0.31 -0.03
S 3.137 -1.622 1.243 -0.27 -0.79 0.45

(2)
40
Properties=species:S:1:pos:R:3:forces:R:3 method="wB97M-V/def2-TZVPD" e_lumo_ev="-4.28 / -4.28" total_charge=+1 e_homo_ev="-11.201 / -11.274"
Re 0.973 -0.300 -0.985 0.36 0.03 -0.61
I -5.480 0.614 2.663 0.43 -0.06 -0.66
C -3.991 0.192 1.203 -0.18 0.50 0.09
C -3.975 0.789 -0.061 -0.29 0.24 0.24
C -2.936 0.547 -0.952 -0.08 -0.51 0.31
I -2.933 1.474 -2.794 0.12 0.06 -0.22
C -1.937 -0.349 -0.589 1.04 -0.18 -0.14
O -0.904 -0.703 -1.429 0.48 0.48 0.15
C -1.895 -0.900 0.699 -1.79 1.01 -0.67
C -0.752 -1.746 1.018 0.42 -1.23 0.43
N 0.514 -0.923 0.980 -0.47 -0.25 0.42
C 0.358 0.251 1.898 1.86 0.54 1.04
C -0.085 1.462 1.154 -0.20 1.31 -0.57
C -0.760 2.551 1.703 -0.26 -0.11 0.86
C -0.934 3.744 0.981 -0.01 -1.81 -0.41
C -0.426 3.776 -0.313 -0.02 -0.74 0.31
C 0.275 2.683 -0.820 -0.38 -0.22 0.88
N 0.370 1.529 -0.110 0.53 0.38 -0.55
C -2.936 -0.614 1.589 0.80 -0.05 -0.28
H -4.737 1.498 -0.379 -0.04 -0.24 0.27
H -0.906 -2.206 2.007 0.39 0.26 -0.14
H -0.696 -2.570 0.285 0.36 0.37 0.25
H 1.292 -1.518 1.269 -0.12 0.24 0.24
H -0.297 0.061 2.753 0.12 -0.27 -0.19
H 1.404 0.542 2.329 -1.68 -0.76 -0.76
H -1.213 2.432 2.705 0.44 0.19 -0.62
H -1.565 4.520 1.372 0.05 0.31 0.10
H -0.702 4.551 -0.981 0.30 0.87 -0.37
H 0.797 2.747 -1.773 -0.39 -0.38 0.04
H -2.841 -0.951 2.606 -0.24 -0.31 0.23
S 6.078 -6.818 -2.026 0.20 0.02 -0.04
As 5.456 -4.942 -1.716 -0.56 -0.18 -0.10
S 2.080 -2.061 -2.446 -0.34 -0.01 -0.50
S 2.276 -3.747 -1.364 0.16 -0.02 0.65
S 3.233 -5.245 -2.398 0.15 0.49 0.02
O 4.938 0.536 -1.727 -0.45 0.26 0.19
S 3.640 0.010 -1.575 -0.02 -0.16 0.61
O 3.146 -0.398 -0.232 -0.04 -0.25 -0.16
O 3.624 -1.301 -2.475 -0.46 -0.50 0.14
O 2.446 0.781 -2.067 -0.20 0.68 -0.49

(3)
29
Properties=species:S:1:pos:R:3:forces:R:3 method="wB97M-V/def2-TZVPD" e_lumo_ev=-0.06 e_homo_ev=-7.623
Au 0.548 0.772 0.085 0.16 0.07 -0.06
Br -1.406 -1.617 -0.224 0.17 -0.15 -0.01
C -2.808 -0.342 -0.125 0.13 0.21 0.00
C -4.054 -0.885 -0.204 -0.38 0.19 0.00
C -5.197 -0.054 -0.160 0.13 -0.11 -0.01
C -5.040 1.293 -0.042 0.08 0.04 0.00
C -3.745 1.873 0.045 0.00 -0.01 -0.01
C -3.632 3.283 0.167 -0.07 -0.09 0.00
C -2.410 3.868 0.274 0.19 0.00 0.00
C -1.243 3.066 0.262 -0.27 0.09 0.00
C -1.273 1.693 0.128 -0.18 -0.10 0.07
C -2.566 1.063 0.012 0.00 0.12 0.03
H -4.163 -1.956 -0.303 -0.02 0.03 0.00
H -6.185 -0.496 -0.221 0.06 0.02 0.00
H -5.903 1.953 -0.009 0.09 -0.07 0.00
H -4.541 3.876 0.180 0.06 -0.05 0.00
H -2.322 4.948 0.371 0.00 -0.14 0.00
H -0.288 3.564 0.373 0.00 0.02 -0.02
S 2.762 -0.157 -0.249 -0.26 0.01 -0.26
C 2.561 0.038 -1.926 0.24 -0.39 0.25
N 2.384 1.181 -2.554 -0.19 0.42 -0.29
C 1.917 1.110 -3.939 0.17 -0.03 0.12
C 2.476 -0.199 -4.488 0.00 0.00 0.09
S 2.582 -1.288 -3.034 0.03 -0.25 0.06
H 2.227 2.001 -1.983 -0.06 0.03 -0.02
H 2.278 1.967 -4.499 0.04 0.10 -0.05
H 0.828 1.108 -3.961 -0.14 0.00 0.08
H 3.467 -0.080 -4.923 -0.01 0.02 0.03
H 1.807 -0.648 -5.217 0.04 0.02 -0.02

(4)
32
Properties=species:S:1:pos:R:3:forces:R:3 method="wB97M-V/def2-TZVPD" e_lumo_ev=-0.47 e_homo_ev=-8.774 smiles=CCCOc1cccc2ncc(C(F)(F)C(F)(F)F)nc12
C 3.590 -1.911 1.504 0.01 0.35 0.08
C 2.753 -0.676 1.129 0.63 -0.38 -0.05
C 2.846 -0.352 -0.363 0.13 -0.33 0.13
O 1.588 -0.053 -0.949 -0.25 0.35 0.16
C 0.924 1.031 -0.468 0.35 -0.09 -0.14
C 1.526 2.172 0.005 -0.09 -0.10 0.03
C 0.745 3.258 0.448 -0.78 -0.32 -0.14
C -0.623 3.193 0.404 0.20 0.22 0.10
C -1.273 2.039 -0.080 0.07 0.35 0.13
N -2.640 2.006 -0.116 0.36 -0.25 -0.06
C -3.159 0.900 -0.562 -0.33 0.21 0.05
C -2.378 -0.197 -0.982 0.31 -0.32 -0.23
C -3.059 -1.467 -1.473 -0.12 0.40 0.68
F -4.201 -1.132 -2.116 -0.24 0.10 -0.16
F -2.285 -2.134 -2.316 0.28 -0.32 -0.39
C -3.461 -2.424 -0.289 0.07 0.00 -0.23
F -2.641 -3.463 -0.229 0.23 -0.21 0.01
F -3.399 -1.784 0.879 -0.02 0.23 0.25
F -4.700 -2.873 -0.438 -0.25 -0.13 -0.07
N -1.081 -0.196 -0.964 0.00 0.19 0.14
C -0.498 0.947 -0.510 -0.04 -0.32 -0.20
H 3.629 -2.637 0.698 -0.05 -0.16 -0.09
H 4.605 -1.611 1.747 0.22 -0.09 -0.09
H 3.194 -2.401 2.387 -0.08 -0.07 0.11
H 1.722 -0.855 1.412 -0.24 0.17 -0.08
H 3.158 0.157 1.693 -0.36 0.24 0.28
H 3.200 -1.230 -0.891 -0.13 -0.12 -0.22
H 3.580 0.427 -0.559 0.03 0.28 -0.06
H 2.599 2.261 0.044 0.16 -0.11 -0.02
H 1.201 4.158 0.824 0.25 0.07 0.03
H -1.228 4.018 0.742 -0.14 0.08 0.02
H -4.235 0.828 -0.614 -0.20 0.06 0.03

Number 1: calculated total energy -2451.27227 hartree. Number 2: calculated total energy -5887.88129 hartree. Number 3: calculated total energy -4062.82425 hartree. Number 4: calculated total energy -1186.06915 hartree.